Entry 1:
85
Properties=species:S:1:pos:R:3:mulliken_charge:R:1 method="wB97M-V/def2-TZVPD" total_charge=+1 homo_energy_ev=-10.50 homo_lumo_gap_ev=5.31
C 2.36204 -4.96427 -0.22321 -0.8153
C 3.20847 -3.62580 -0.55519 0.5198
C 4.55674 -3.46576 0.22645 -0.6519
C 5.46678 -2.23057 0.02632 -0.5837
C 5.01113 -1.16164 -1.02827 -0.4115
C 3.68275 -1.32609 -1.80168 -0.6210
C 2.71231 -2.55082 -1.58758 0.6379
C 1.30302 -2.67759 -2.37535 -0.7485
N 0.16637 -2.64668 -1.36943 0.4814
C -0.58143 -3.86838 -1.14046 -0.5403
C -1.74504 -4.01085 -0.10866 0.5207
C -2.43708 -5.44770 0.04073 -0.5678
N -1.78518 -6.53713 -0.74284 -0.6493
C -2.16580 -2.76327 0.76770 0.2908
C -3.31474 -2.82535 1.88200 0.2969
O -3.46837 -1.93205 2.76118 -0.4230
O -4.23501 -3.94089 1.99406 -0.4294
C -1.34898 -1.44967 0.45828 0.1436
Cl -1.66821 0.11995 1.29263 -0.1709
C -0.19189 -1.46014 -0.61861 -0.1100
S 0.75976 0.12191 -0.87665 -0.0848
H 3.02686 -5.78647 0.20782 0.4564
H 1.84810 -5.29134 -1.19814 0.1151
H 1.51634 -4.67651 0.50186 0.1806
H 4.85101 -4.27793 0.98099 0.2774
H 6.42290 -2.12941 0.63256 0.3680
H 5.67563 -0.23371 -1.19166 0.4912
H 3.38592 -0.52328 -2.56792 0.3180
H 1.24330 -3.65085 -2.99579 0.4915
H 1.24187 -1.77643 -3.08714 0.1030
H -0.24833 -4.77327 -1.76831 0.2180
H -2.38025 -5.77664 1.14842 0.2946
H -3.56323 -5.41221 -0.21477 0.3548
H -1.76226 -6.32709 -1.75139 0.3160
H -0.78424 -6.55790 -0.45808 0.2815
H -3.76050 -4.53409 2.63830 0.3523
H 0.17765 0.86537 -1.90243 0.2427
C -6.54919 3.52785 2.23569 -1.2983
C -5.30589 4.14759 2.81467 0.8487
O -5.21924 5.35017 3.03525 -0.6748
N -4.25624 3.33103 3.09597 -0.0240
C -4.15942 1.90095 2.91263 -0.5828
H -7.29526 4.30478 2.06649 0.3258
H -6.32149 3.05303 1.27879 0.3466
H -6.96372 2.79644 2.93283 0.3128
H -3.45974 3.81972 3.48186 0.2241
H -3.95801 1.44582 3.88480 0.3556
H -3.31974 1.69801 2.24338 -0.0453
H -5.06883 1.47459 2.49300 0.3123
C -2.30278 0.67025 -4.97475 -1.3518
C -0.80608 0.52596 -5.02498 0.8549
O -0.06190 1.19845 -4.31875 -0.6758
N -0.28031 -0.38485 -5.88808 -0.1459
C -0.98101 -1.26695 -6.79802 -0.8465
H -2.56817 1.43274 -4.24187 0.3129
H -2.68289 0.98138 -5.94996 0.3893
H -2.76125 -0.27406 -4.67281 0.3529
H 0.72922 -0.42319 -5.86478 0.2391
H -0.71884 -2.29690 -6.54664 0.2673
H -0.64190 -1.05107 -7.81311 0.3003
H -2.06081 -1.14429 -6.74325 0.3309
C -2.31688 4.12700 8.15954 -1.4114
C -3.04045 4.18544 6.84158 0.9149
O -2.87635 3.33931 5.96943 -0.6116
N -3.90005 5.21742 6.62921 -0.0868
C -4.23031 6.30700 7.52236 -0.9111
H -1.66974 3.24965 8.17812 0.2845
H -1.69662 5.01675 8.28704 0.3632
H -3.03457 4.04457 8.97851 0.3717
H -4.34740 5.18811 5.72173 0.1298
H -5.30565 6.28144 7.71045 0.2925
H -3.97818 7.24575 7.02472 0.2882
H -3.69541 6.24320 8.46797 0.3566
C 8.02228 3.24559 -2.35067 -1.4095
C 7.26422 1.94697 -2.32527 0.9440
O 6.55277 1.62635 -1.37825 -0.7097
N 7.38461 1.11586 -3.39576 -0.1181
C 8.16642 1.31070 -4.59846 -0.8771
H 7.82565 3.79701 -1.43090 0.3052
H 9.09519 3.05268 -2.41535 0.3605
H 7.69487 3.85487 -3.19572 0.3722
H 6.84723 0.26506 -3.30590 0.1489
H 7.48966 1.28295 -5.45500 0.2838
H 8.87887 0.48722 -4.68077 0.2937
H 8.70489 2.25617 -4.59270 0.3521

---

Entry 2:
87
Properties=species:S:1:pos:R:3:mulliken_charge:R:1 method="wB97M-V/def2-TZVPD" total_charge=-2 homo_energy_ev="0.44 / -1.69" spin_multiplicity=2 homo_lumo_gap_ev="3.44 / 5.56"
Hg 0.23938 0.44481 0.50133 3.1916
C -0.97154 1.00347 3.76525 -1.4729
N -0.62230 -0.15362 2.95818 1.2742
C -1.72353 -1.10019 2.87982 -0.5037
C -2.82351 -0.66365 1.91906 -0.8929
N -2.36200 -0.78456 0.55508 0.1087
C -3.26712 -0.70083 -0.41570 -0.1527
C -4.62621 -0.26295 -0.34938 0.5268
F -5.13325 0.26221 0.80253 -0.4069
C -5.50090 -0.29071 -1.41863 0.1617
F -6.76794 0.14769 -1.24873 -0.3474
C -5.11171 -0.74579 -2.65939 0.6183
F -5.98083 -0.79391 -3.69960 -0.3625
C -3.79708 -1.16939 -2.79616 0.0779
F -3.39281 -1.66413 -3.98316 -0.3409
C -2.92569 -1.13506 -1.73650 -0.1138
F -1.68758 -1.62366 -1.94505 -0.2945
C 0.62184 -0.76347 3.41520 -0.6642
C 1.82573 0.16108 3.20588 -1.2632
N 1.99734 0.65506 1.86011 0.0803
C 3.56137 2.23994 0.34997 0.5792
C 3.44794 2.87852 -0.87893 0.0199
F 3.49196 2.17099 -2.01304 -0.5658
C 3.28247 4.24830 -1.00177 0.3780
F 3.17606 4.81652 -2.20701 -0.4439
C 3.24843 5.03569 0.12941 0.8737
F 3.11363 6.36271 0.03253 -0.3655
C 3.41150 4.43912 1.36766 0.2252
F 3.45082 5.20964 2.47038 -0.3558
C 3.57739 3.07398 1.46757 0.4458
F 3.84677 2.59665 2.68918 -0.4257
H -1.06753 0.73341 4.83270 0.2164
H -1.91592 1.42434 3.42563 0.3716
H -0.20874 1.77391 3.66769 0.2356
H -2.15533 -1.27907 3.88258 0.2505
H -1.31668 -2.04452 2.51168 -0.6120
H -3.13893 0.35555 2.17954 0.3303
H -3.69039 -1.31568 2.10968 0.4715
H 0.78352 -1.67758 2.83833 -0.0786
H 0.54660 -1.03299 4.48686 0.3515
H 2.72966 -0.37382 3.51689 0.5605
H 1.72364 1.01722 3.88640 0.2936
I 1.26290 0.26714 -4.79095 -0.2099
C 0.57759 1.88698 -3.64365 -0.0143
C 0.28302 3.08099 -4.27552 -0.4933
C -0.17978 4.13365 -3.51117 0.0851
I -0.62190 5.92469 -4.54182 -0.1074
C -0.36538 4.04389 -2.11698 0.9458
C -0.81165 5.10394 -1.28288 -1.1400
C -0.95079 4.87075 0.09724 -0.9536
C -0.67720 3.63279 0.61365 -0.6076
N -0.25329 2.59334 -0.14634 -0.1468
C -0.07165 2.78998 -1.50102 0.0645
C 0.42767 1.68154 -2.25981 0.1030
O 0.72560 0.54346 -1.70147 -1.2640
H 0.42644 3.18788 -5.34104 0.3467
H -1.03447 6.07248 -1.70559 0.1100
H -1.27111 5.66703 0.75848 0.3757
H -0.77907 3.43466 1.67538 0.2966
N 0.72635 -2.00631 0.22501 -0.4938
C 0.57588 -3.14054 0.11314 0.0349
N 0.36744 -4.45266 -0.03815 -0.0705
C 0.15045 -5.19427 1.20858 -0.9810
C -1.28215 -5.01966 1.70242 0.4657
C -2.26460 -5.47151 0.62177 -1.0431
C -2.01358 -4.71225 -0.68223 0.3561
C -0.55461 -4.83166 -1.11829 -1.0702
H 0.87778 -4.85128 1.94354 0.4707
H 0.34825 -6.24879 0.99245 0.3917
H -1.45054 -3.95974 1.91416 -0.5172
H -1.43137 -5.57885 2.62950 0.4258
H -3.29005 -5.30032 0.95465 0.4318
H -2.14820 -6.54984 0.45301 0.3992
H -2.25099 -3.65462 -0.54135 -0.4292
H -2.65598 -5.09787 -1.47728 0.4341
H -0.35545 -4.18642 -1.97230 0.4794
H -0.31731 -5.86412 -1.39260 0.4035
N 3.24610 -0.69513 -1.89695 -0.0944
C 4.48008 -0.47758 -1.37471 0.4210
N 5.52416 -1.12839 -2.04492 -0.6124
N 4.77656 0.24210 -0.35690 -0.6278
C 3.74614 0.75929 0.44239 -0.4119
N 3.07503 0.01700 1.24629 -0.3688
H 3.18137 -1.07659 -2.82367 0.2743
H 2.49561 -0.05002 -1.65559 -0.1456
H 5.45711 -1.06852 -3.05063 0.2312
H 6.41099 -0.79189 -1.70191 0.2760